Entry from the Open Molecules 2025 dataset: a molecular structure, C3H8N2S at a distorted geometry (the ωB97M-V functional and the def2-TZVPD basis).

Each line ends with the natural charge from an NBO analysis.
Element x y z (Å)
C (-0.30052, 2.38353, 1.60545)  -0.4090
C (-0.24384, 0.30639, 0.19476)  0.3949
C (0.81088, -0.47886, -0.40169)  -0.6386
H (-1.54166, 2.29458, 1.34628)  0.2437
H (-0.17324, 2.11396, 3.03103)  0.1226
H (0.05020, 3.49569, 1.66020)  0.2136
H (1.09577, 0.90084, 1.67692)  0.3494
H (-2.03088, -0.48897, -0.17720)  0.3572
H (1.36207, 0.33768, -1.00116)  0.2701
H (1.47888, -0.95085, 0.45695)  0.2668
H (0.99431, -3.19450, -0.48303)  0.1555
N (0.34918, 1.50713, 0.76713)  -0.6367
N (-1.51932, 0.23613, 0.45072)  -0.6660
S (0.33477, -1.87360, -1.46413)  -0.0237

Force components x, y, z for each atom (eV/Å):
C -4.818 2.229 4.655
C -4.221 2.831 3.419
C 2.555 -0.906 -0.454
H 3.516 0.602 0.985
H -0.662 0.463 -4.184
H -0.438 -2.188 -0.785
H -1.971 2.462 -4.069
H 1.375 1.029 1.555
H -0.153 -1.739 0.835
H -1.182 1.414 -1.874
H -1.615 3.182 -2.279
N 5.485 -4.504 3.157
N 0.717 -1.962 -3.181
S 1.411 -2.913 2.220

Calculated values
HOMO energy	-9.3	eV
relative energy (zero: lowest compared OMol25 entry of this formula, charge and spin)	146.2	kcal/mol
E_tot	-17050.390	eV
LUMO	-0.519	eV
2S+1	1

---

Entry from the Open Molecules 2025 dataset: 2 unconnected molecules or ions with the total composition C4H11NO3S at a distorted geometry (the ωB97M-V functional and the def2-TZVPD basis).

Each line ends with the natural charge from an NBO analysis.
Element x y z (Å)
C (0.84605, -0.09415, 1.10940)  -0.4621
C (0.59558, -1.39955, -0.95348)  -0.4189
C (1.01929, 0.97178, -0.96069)  -0.1499
C (0.48319, 2.18176, -0.87419)  0.1212
N (0.36962, -0.13259, -0.38135)  -0.5277
O (-1.98330, -1.18107, 2.03399)  -0.7134
O (-2.50220, -0.12924, -0.12699)  -0.9124
O (-0.83815, 2.44245, -0.69359)  -0.6636
S (-3.14216, -0.76628, 1.22332)  1.1947
H (0.13438, -0.61240, 1.84276)  0.2329
H (1.70492, -0.71291, 1.39207)  0.1945
H (1.13758, 0.95268, 1.40924)  0.2266
H (1.66753, -1.64287, -0.97957)  0.1785
H (0.12088, -2.15240, -0.24803)  0.2101
H (0.22230, -1.41081, -2.07241)  0.2162
H (-1.58121, -0.41349, -0.20766)  0.5228
H (2.14637, 0.84858, -1.46928)  0.1908
H (1.01152, 3.10864, -1.28680)  0.1910
H (-1.18712, 1.66778, -0.34730)  0.4797
H (-3.43389, -2.12285, 0.60215)  -0.1112

Force components x, y, z for each atom (eV/Å):
C -0.817 -0.625 1.088
C -0.232 -1.803 -1.538
C 3.235 0.153 -1.786
C 0.540 2.058 -2.791
N 0.400 1.330 3.408
O -0.319 -1.532 0.627
O -2.050 -0.522 -0.067
O 1.569 2.157 0.035
S 0.457 4.336 0.697
H 0.210 1.370 -1.336
H 0.637 -0.004 -1.197
H -0.874 -1.189 -0.373
H 0.053 -0.058 -0.094
H 0.258 0.523 -1.382
H 0.393 -0.288 2.365
H 1.183 -0.040 -0.124
H -2.949 0.249 1.719
H -0.628 -1.569 0.819
H -1.724 -2.377 1.048
H 0.658 -2.169 -1.118

Calculated values
HOMO energy (alpha / beta)	-5.6 / -8.6	eV
relative energy (zero: lowest compared OMol25 entry of this formula, charge and spin)	74.7	kcal/mol
E_tot	-22786.120	eV
LUMO (alpha / beta)	0.713 / -3.112	eV
expectation value of S²	2.01
2S+1	3

---

Entry from the Open Molecules 2025 dataset: a single C23H31N3O4S molecule at a distorted geometry (the ωB97M-V functional and the def2-TZVPD basis).

Each line ends with the natural charge from an NBO analysis.
Element x y z (Å)
C (-4.23741, -2.90171, -0.87187)  -0.6190
C (-3.04920, -3.24399, -1.76781)  -0.2053
N (-2.10752, -2.14306, -1.85061)  -0.3827
C (-2.22824, -1.27077, -2.87648)  0.1324
C (-1.45046, -0.17649, -3.07007)  -0.2959
C (-1.72397, 0.61627, -4.31198)  0.6764
O (-1.99699, 0.04559, -5.35979)  -0.6442
N (-1.69248, 1.95227, -4.22015)  -0.4148
C (-1.58612, 2.77074, -3.02921)  -0.2182
C (-2.16510, 4.11478, -3.46401)  -0.4048
C (-1.73849, 4.19440, -4.92811)  -0.4110
C (-1.92299, 2.75922, -5.40823)  -0.2101
C (-0.31625, 0.07476, -2.19872)  0.5161
O (0.51508, 0.95567, -2.36558)  -0.6028
C (-0.23730, -0.86188, -1.05968)  -0.1865
C (0.77018, -0.65994, -0.11262)  -0.1202
C (0.86621, -1.47439, 0.98628)  -0.3530
S (2.09747, -1.19057, 2.25214)  2.3205
O (3.12980, -0.34650, 1.72045)  -0.9388
O (2.47788, -2.45301, 2.81584)  -0.9436
N (1.13190, -0.41119, 3.38504)  -0.6716
C (1.51971, -0.61434, 4.76594)  -0.2272
C (2.70490, 0.26872, 5.16514)  -0.2373
C (3.07526, 0.04853, 6.62761)  -0.6005
C (2.34644, 1.73064, 4.89025)  -0.3943
C (1.97507, 1.92716, 3.41925)  -0.2477
C (1.57000, 3.36889, 3.13180)  -0.5998
C (0.83521, 0.96795, 3.06014)  -0.2243
C (-0.02866, -2.52025, 1.16691)  -0.1351
C (-1.01508, -2.75443, 0.23768)  -0.2814
C (-1.14009, -1.93190, -0.89531)  0.2750
H (-4.76851, -2.03895, -1.26710)  0.2150
H (-3.90965, -2.66937, 0.13820)  0.2141
H (-4.92420, -3.74256, -0.83181)  0.2211
H (-3.40397, -3.45608, -2.77880)  0.2163
H (-2.53316, -4.13494, -1.40513)  0.2097
H (-3.01159, -1.48225, -3.59191)  0.2311
H (-0.53601, 2.87270, -2.73590)  0.2248
H (-2.13394, 2.31780, -2.19854)  0.2011
H (-3.25384, 4.09946, -3.39104)  0.1978
H (-1.78514, 4.93962, -2.86526)  0.2170
H (-0.68830, 4.47925, -4.99224)  0.2057
H (-2.33047, 4.90169, -5.50497)  0.2169
H (-2.93918, 2.58006, -5.77852)  0.1961
H (-1.22490, 2.46854, -6.19585)  0.2169
H (1.47606, 0.14169, -0.27096)  0.2658
H (1.77421, -1.66990, 4.86424)  0.2379
H (0.65014, -0.39346, 5.39491)  0.1956
H (3.55184, -0.01097, 4.52907)  0.2097
H (3.33659, -0.99231, 6.80117)  0.2117
H (3.92601, 0.66811, 6.90087)  0.2130
H (2.23961, 0.30740, 7.27534)  0.1996
H (3.19099, 2.37392, 5.14584)  0.2117
H (1.50060, 2.01981, 5.52175)  0.1896
H (2.83722, 1.66321, 2.80048)  0.2316
H (0.70190, 3.64935, 3.72624)  0.1975
H (1.32284, 3.49310, 2.08027)  0.2106
H (2.38532, 4.04555, 3.37532)  0.2138
H (0.62295, 1.01018, 1.99023)  0.2156
H (-0.07423, 1.24613, 3.60606)  0.1997
H (0.08083, -3.14374, 2.03934)  0.2424
H (-1.69197, -3.57668, 0.39945)  0.2204

Force components x, y, z for each atom (eV/Å):
C 0.186 -0.110 -0.127
C -0.497 -0.220 0.238
N 0.060 0.067 -0.286
C 0.121 0.312 -0.131
C 0.039 0.015 -0.046
C 0.026 -0.105 0.237
O -0.112 -0.165 -0.269
N 0.018 0.162 -0.141
C 0.224 0.234 0.559
C 0.017 -0.086 -0.013
C -0.081 -0.089 0.069
C -0.085 -0.049 -0.465
C -0.169 -0.132 -0.017
O 0.080 -0.069 -0.012
C -0.043 -0.187 0.202
C 0.099 -0.028 0.002
C 0.457 0.273 0.206
S -0.642 -0.012 -0.076
O -0.217 0.125 -0.159
O -0.177 -0.097 0.130
N 0.416 -0.686 -0.672
C 0.531 -0.262 0.324
C -0.234 0.114 0.336
C -0.016 -0.035 -0.350
C 0.231 -0.286 -0.380
C -0.198 0.239 0.160
C 0.089 -0.334 -0.011
C 0.182 0.484 -0.288
C -0.163 -0.142 -0.092
C 0.032 -0.083 0.104
C 0.562 0.353 0.248
H -0.060 0.073 -0.020
H -0.004 0.023 0.099
H -0.103 -0.073 0.040
H 0.152 -0.007 0.086
H -0.006 0.067 -0.127
H -0.011 -0.076 -0.029
H -0.207 0.015 0.015
H 0.067 0.045 -0.016
H -0.043 0.030 0.011
H -0.032 0.009 0.064
H 0.038 0.039 -0.026
H 0.043 0.024 -0.052
H 0.097 0.027 -0.046
H -0.107 0.028 -0.002
H 0.029 0.109 -0.063
H -0.076 0.048 0.248
H 0.004 -0.006 -0.031
H 0.013 0.016 0.028
H 0.049 -0.124 0.107
H 0.079 0.048 0.084
H -0.091 0.033 0.116
H -0.005 0.072 0.062
H -0.064 0.058 0.101
H -0.067 0.053 0.078
H -0.114 0.079 0.068
H -0.049 0.100 -0.136
H 0.052 0.118 0.013
H -0.153 0.209 0.017
H 0.005 -0.008 -0.063
H -0.101 -0.159 0.087
H -0.072 -0.071 0.004

Calculated values
HOMO energy	-8.6	eV
relative energy (zero: lowest compared OMol25 entry of this formula, charge and spin)	23.6	kcal/mol
E_tot	-47850.852	eV
LUMO	0.045	eV
SMILES string	CCn1cc(C(=O)N2CCCC2)c(=O)c2cc(S(=O)(=O)N3C[C@H](C)C[C@H](C)C3)ccc21
2S+1	1